14 unconnected molecules or ions with the total composition C4H37NO13S at a distorted geometry, computed with ωB97M-V/def2-TZVPD.

Last column: Mulliken charge in e.
Cartesian coordinates (Å):
C: 0.8830 1.4968 -1.4265  -0.9000
C: -0.2061 1.9402 -0.4890  2.2110
C: -1.6269 1.9099 -1.1046  -1.1528
C: -2.5506 1.4313 0.0075  -0.2041
S: -2.2895 -0.2641 0.3379  0.3670
N: 0.0931 3.2873 0.0755  -0.6619
H: 1.6216 2.2493 -1.7095  0.5283
H: 0.5817 1.0857 -2.4239  0.1761
H: 1.2671 0.4962 -1.1729  -0.1624
H: -0.2160 1.3231 0.4312  -1.1379
H: -1.9676 2.8931 -1.4426  0.4783
H: -1.5154 1.3287 -2.0152  0.1074
H: -2.3244 2.0267 0.9017  0.2284
H: -3.6458 1.5448 -0.1021  0.5207
H: -2.2010 -0.7123 -0.9118  0.1735
H: 0.9719 3.5997 -0.3244  0.2273
H: -0.5422 3.9898 -0.3074  0.2241
H: 3.5763 -2.2480 1.8522  0.3005
H: 4.8660 -1.6614 1.1459  0.3317
O: 4.2027 -2.3614 1.1585  -0.6737
H: 0.5897 1.0352 2.3068  0.2959
H: 0.7765 -0.4582 2.7026  0.2589
O: 1.1450 0.2534 2.1574  -0.5565
H: 4.0384 1.5719 -0.7801  0.3115
H: 4.4093 3.0347 -0.6407  0.3038
O: 4.4183 2.3217 -1.2726  -0.6441
H: -2.7091 1.9136 3.2390  0.2496
H: -4.2246 1.7695 3.2286  0.3251
O: -3.5037 2.2509 3.6596  -0.5969
H: 1.9897 -1.7558 -1.3904  0.3203
H: 2.7605 -2.8511 -0.5211  0.3238
O: 2.1416 -2.1159 -0.5090  -0.6195
H: -1.6018 -2.7071 -2.2976  0.2760
H: -0.1837 -2.6365 -1.8622  0.2279
O: -0.8466 -2.1379 -2.3559  -0.5092
H: -0.0123 3.1010 1.9979  0.3531
H: -0.6344 3.4283 3.3464  0.3249
O: -0.3071 2.6739 2.8385  -0.7184
H: 1.1127 -1.1438 -3.5353  0.2852
H: 2.6738 -1.2109 -3.6783  0.3149
O: 1.9021 -1.6699 -3.3364  -0.6851
H: -1.2732 -0.8787 -3.8546  0.3131
H: -1.5302 0.2999 -4.9030  0.3063
O: -0.8970 -0.3195 -4.5434  -0.6010
H: -3.5583 -0.2959 4.4905  0.3272
H: -3.6251 -1.7027 4.2414  0.3101
O: -4.1421 -0.9103 4.0485  -0.6185
H: 0.5974 -2.7720 0.0202  0.3430
H: 0.1927 -4.1690 0.3283  0.2526
O: -0.1938 -3.3778 -0.0300  -0.5960
H: -2.4948 -4.9643 0.3006  0.3142
H: -2.1998 -3.6376 0.8441  0.3220
O: -2.8992 -4.3010 0.9007  -0.6244
H: 2.9770 -0.9500 0.3169  0.3686
H: 2.7291 0.1323 1.3562  0.4219
O: 3.4051 -0.1757 0.7057  -0.6616

Calculated values
charge = +1
multiplicity = 2
energy relative to the best compared isomer or geometry (same formula, charge and spin) = 2.115 eV
total energy = -1605.30345 a.u.
molecular weight = 339.4 g/mol

***

14 unconnected molecules or ions with the total composition C4H37NO14S at a distorted geometry, computed with ωB97M-V/def2-TZVPD.

Last column: Mulliken charge in e.
Cartesian coordinates (Å):
C: -0.8070 -0.7086 -1.4150  -0.3819
N: -1.2330 -0.0409 -0.1674  1.3192
C: -2.4020 0.8128 -0.2710  -0.6416
O: -2.0156 2.1811 -0.2966  -0.6876
C: -0.1245 -2.0497 -1.0495  0.1859
C: 1.0213 -2.3836 -1.9997  -0.7470
S: 2.5648 -1.4638 -1.6227  -0.2773
H: -0.1636 -0.0856 -2.0201  -0.2723
H: -1.6890 -0.8805 -2.0526  0.4788
H: -0.4470 0.4763 0.2920  -0.2566
H: -3.0635 0.5917 -1.1242  0.3502
H: -2.9896 0.7753 0.6846  0.2482
H: -1.5272 2.4319 -1.0968  0.2775
H: 0.2270 -2.0818 -0.0015  -0.3194
H: -0.9243 -2.9141 -1.0503  0.3021
H: 1.2163 -3.4807 -2.0049  0.4179
H: 0.7626 -2.1299 -3.0366  0.3382
H: 2.4564 -1.3044 -0.2706  0.0868
H: 2.3820 1.1554 0.8489  0.4578
H: 1.0168 1.3181 1.4176  0.3546
O: 1.5913 0.6550 1.1587  -0.7996
H: -1.1284 2.4117 1.2933  0.3135
H: -0.4689 1.8608 2.5774  0.4401
O: -0.3444 2.4051 1.7886  -0.9538
H: -3.7634 -1.8503 1.4143  0.3378
H: -2.8234 -1.9192 0.2581  0.2687
O: -3.1627 -2.4315 0.9699  -0.8104
H: -0.8576 -1.0959 1.5464  0.5901
H: -1.8574 -2.1551 2.0943  0.5774
O: -1.1237 -1.5576 2.3580  -1.0886
H: 1.2555 -4.0731 2.5591  0.3176
H: 0.1018 -3.0970 2.0582  0.2877
O: 0.6213 -3.9154 1.8628  -0.6348
H: 1.7346 1.9177 -1.7178  0.3971
H: 2.5782 0.9841 -2.7246  0.2963
O: 2.2458 1.8940 -2.5417  -0.7509
H: 2.4934 2.7638 -0.1952  0.4385
H: 3.8267 2.1645 -0.8067  0.3516
O: 3.3091 2.3782 0.0643  -0.7356
H: 0.3511 2.7397 0.2259  0.4505
H: 0.8912 4.0276 -0.5266  0.2538
O: 0.7839 3.0238 -0.5730  -0.7508
H: -1.1114 -0.3881 -5.1442  0.2854
H: -0.5776 0.6019 -4.0887  0.4180
O: -0.8706 -0.3423 -4.2602  -0.6004
H: 0.8466 2.1981 -3.4989  0.4789
H: -0.4566 2.3276 -2.8013  0.2677
O: -0.1502 2.2005 -3.6973  -0.8592
H: -2.6151 -0.5126 2.7837  0.4602
H: -3.9563 -0.0786 3.4341  0.2641
O: -3.5146 -0.3240 2.5723  -0.6849
H: 1.0720 -1.5095 3.1572  0.3264
H: 1.7466 -0.2160 2.6339  0.5217
O: 1.6397 -0.7665 3.4365  -0.8380
H: -0.9163 -0.1676 3.3746  0.2867
H: 0.4089 0.3617 4.0069  0.5150
O: -0.5796 0.6638 3.7886  -0.8714

Calculated values
multiplicity = 1
energy relative to the best compared isomer or geometry (same formula, charge and spin) = 0.000 eV
total energy = -1680.90148 a.u.
molecular weight = 355.4 g/mol

***

20 unconnected molecules or ions with the total composition C4H38BO27 at a distorted geometry, computed with ωB97M-V/def2-TZVPD.

Last column: Mulliken charge in e.
Cartesian coordinates (Å):
O: 27.7230 -1.3730 1.4070  -0.5414
C: 28.0040 -1.1860 0.2310  0.8017
O: 27.9350 -0.0170 -0.2890  -0.1195
B: 27.4660 -0.2490 -1.6910  0.8404
O: 27.6550 -1.6940 -1.9310  -0.4092
C: 27.9940 -2.1730 -0.8030  0.0788
O: 27.9710 -3.3810 -0.5170  -0.6600
O: 28.0830 0.6880 -2.6250  -0.6822
C: 27.1390 1.4340 -3.0180  0.1227
O: 27.2730 2.2980 -3.8130  -0.5874
C: 25.9410 1.1570 -2.3260  0.4597
O: 26.0360 0.1240 -1.6140  0.1259
O: 24.9190 1.7570 -2.4490  0.0247
O: 23.0430 1.9580 0.1460  -0.7005
H: 23.2120 2.7120 0.7300  0.2913
H: 23.7720 1.2980 0.2640  0.4310
O: 27.2220 -6.3170 -0.1660  -0.6577
H: 26.2830 -6.6150 -0.2660  0.3218
H: 27.2020 -5.5580 0.3880  0.3689
O: 28.5450 1.8480 2.2700  -0.7240
H: 28.5510 1.3630 1.4620  0.3034
H: 28.3970 1.0990 2.9160  0.4608
O: 24.8260 -3.9640 -1.0500  -0.7015
H: 25.7840 -4.1870 -1.1870  0.3962
H: 24.8700 -3.2050 -0.4480  0.3048
O: 22.1250 3.2790 -2.3050  -0.7072
H: 22.5550 2.9470 -1.5050  0.3174
H: 21.7890 2.5080 -2.8170  0.3475
O: 26.1520 5.2130 -4.1870  -0.7905
H: 26.2100 4.5700 -4.8860  0.3930
H: 25.1780 5.2090 -4.2120  0.3543
O: 26.6400 2.5820 0.0890  -0.4569
H: 27.4370 2.8450 0.4890  0.2262
H: 26.5770 3.3190 -0.5510  0.2009
O: 24.4710 -0.7020 -4.0800  -0.7116
H: 24.4360 0.0100 -4.7230  0.4322
H: 25.2690 -1.2100 -4.3020  0.3448
O: 24.8000 1.5710 -5.6360  -0.6778
H: 24.5270 2.3030 -5.0810  0.3669
H: 24.4220 1.9140 -6.4280  0.3039
O: 26.8270 -1.9080 -4.7220  -0.6866
H: 26.6710 -2.7540 -5.1580  0.3169
H: 27.1170 -2.2070 -3.8800  0.4194
O: 26.8270 3.5610 -6.4130  -0.6918
H: 26.6490 2.8010 -5.7970  0.3330
H: 27.7670 3.3310 -6.5880  0.3369
O: 25.1190 0.7540 1.3050  -1.0098
H: 25.2060 -0.1640 1.1660  0.4356
H: 25.7260 1.0840 0.6530  0.3372
O: 26.6610 4.6370 -1.5900  -0.6927
H: 25.7300 4.9770 -1.5460  0.2750
H: 26.9710 4.7310 -2.5210  0.3395
O: 23.6950 3.8830 -4.6200  -0.7466
H: 22.7920 4.0110 -4.8020  0.2688
H: 23.5660 3.7610 -3.6720  0.4143
O: 27.0790 -4.2650 1.9430  -0.6663
H: 27.7260 -4.5080 2.5760  0.2541
H: 27.5200 -3.5120 1.4560  0.3634
O: 22.8720 -0.1490 -1.8890  -0.7711
H: 23.6150 -0.1470 -2.4840  0.3851
H: 22.9810 0.7450 -1.5380  0.2493
O: 25.3800 -1.0390 3.6010  -0.6154
H: 24.5230 -0.6520 3.7980  0.2870
H: 25.8600 -0.4420 3.0080  0.3791
O: 28.1410 -0.4260 3.9730  -0.6667
H: 27.7820 -1.1110 3.4010  0.3381
H: 27.5810 -0.0150 4.6610  0.3152
O: 27.3520 -5.0350 -2.8500  -0.5907
H: 26.8860 -5.8680 -3.1080  0.2967
H: 27.7910 -5.3040 -2.0330  0.3012

Calculated values
charge = -1
multiplicity = 1
energy relative to the best compared isomer or geometry (same formula, charge and spin) = 0.997 eV
total energy = -2231.90453 a.u.
molecular weight = 529.1 g/mol